{
  "formula": "C24H19BF2N6O2PbS",
  "method": "the ωB97M-V functional and the def2-TZVPD basis",
  "species": ["Pb", "O", "C", "N", "C", "C", "C", "C", "C", "C", "N", "C", "O", "C", "C", "C", "C", "C", "N", "C", "C", "C", "C", "C", "N", "H", "H", "H", "H", "H", "H", "H", "H", "H", "H", "H", "H", "N", "C", "S", "C", "C", "C", "N", "C", "C", "H", "H", "H", "H", "H", "H", "F", "B", "F", "H"],
  "coordinates": [[1.2675, -0.2960, 0.3128], [2.8035, 1.3809, -2.0649], [2.3308, 1.3622, -0.9206], [1.1153, 1.7472, -0.4863], [0.1873, 2.4134, -1.1458], [0.0019, 3.1518, -2.2890], [-1.2578, 3.7313, -2.4629], [-2.2698, 3.5450, -1.4970], [-2.0316, 2.7701, -0.3539], [-0.7776, 2.2134, -0.2104], [-0.0766, 1.4186, 0.6478], [-0.7074, 1.0213, 1.7815], [-1.5071, 1.6835, 2.4691], [-0.4769, -0.4129, 2.2972], [-1.5681, -0.9825, 2.9619], [-1.4545, -2.2502, 3.5327], [-0.2531, -2.9363, 3.4234], [0.7911, -2.3185, 2.7572], [0.7189, -1.0878, 2.2250], [3.3096, 1.0255, 0.2330], [4.2348, 2.0388, 0.4824], [5.2249, 1.8358, 1.4404], [5.2646, 0.6304, 2.1335], [4.3194, -0.3401, 1.8328], [3.3722, -0.2056, 0.8916], [0.8114, 3.2766, -2.9934], [-1.4502, 4.3337, -3.3407], [-3.2397, 4.0051, -1.6326], [-2.7866, 2.6136, 0.4034], [-2.4960, -0.4242, 3.0303], [-2.3009, -2.6859, 4.0505], [-0.1301, -3.9259, 3.8421], [1.7514, -2.8044, 2.6264], [4.1560, 2.9670, -0.0732], [5.9435, 2.6204, 1.6460], [6.0088, 0.4515, 2.8982], [4.2990, -1.2878, 2.3575], [-4.6046, -1.7185, -3.7502], [-4.3596, -1.9507, -2.3647], [-5.4134, -2.5663, -1.5906], [-3.0417, -1.5669, -1.7218], [-1.9483, -0.9290, -2.5212], [-0.7875, -0.5961, -1.9335], [-0.5757, -0.8424, -0.5460], [-1.4889, -1.3905, 0.1858], [-2.7912, -1.7809, -0.4029], [-5.5050, -1.9830, -4.1796], [-3.9115, -1.2868, -4.3709], [-2.0492, -0.7174, -3.5755], [-0.0015, -0.1340, -2.5230], [-1.3093, -1.5702, 1.2411], [-3.5211, -2.2370, 0.2573], [2.0551, -3.3565, -0.4434], [2.2953, -1.9830, -0.8198], [3.1872, -1.6794, -1.9144], [0.6430, -1.9900, 0.1669]],
  "atomic_forces_ev_per_a": [[0.1, -3.1, -0.7], [-0.1, -0.3, 0.6], [1.0, 2.3, -1.9], [11.3, 4.1, -7.1], [-0.5, 1.2, -1.7], [0.0, 0.2, -0.6], [-0.3, -0.2, 0.6], [0.8, -0.2, -0.3], [-0.5, -0.2, 0.5], [-2.0, 1.3, -0.6], [-7.6, -4.1, 9.2], [-1.3, 0.7, 0.8], [0.4, -0.2, 0.1], [1.1, 0.9, 2.5], [0.0, -0.4, 1.7], [-0.3, 1.0, -0.3], [0.6, 0.2, -0.3], [0.2, -0.5, 0.0], [-2.7, 0.8, 2.4], [2.1, -0.1, 0.3], [0.1, -0.4, 0.4], [-0.4, 0.0, -0.2], [-0.2, -0.1, -0.1], [0.1, 0.1, -0.1], [3.5, 3.0, 0.8], [-0.1, 0.1, -0.1], [0.0, 0.0, 0.0], [0.0, 0.0, 0.0], [-0.1, 0.1, 0.0], [0.2, 0.0, -0.1], [0.0, 0.0, -0.1], [0.1, 0.1, 0.0], [-0.1, -0.1, 0.0], [0.0, -0.1, 0.0], [0.0, -0.1, 0.0], [-0.1, 0.0, 0.0], [0.1, 0.0, 0.0], [1.5, 0.5, 0.2], [7.0, 4.6, -7.3], [-8.9, -5.2, 6.8], [1.9, 1.4, -2.8], [-2.3, -1.3, 1.1], [0.2, -0.3, 2.2], [-3.1, 0.1, -4.3], [-4.3, -1.2, -2.6], [2.1, 0.7, 1.6], [1.0, 0.2, 0.9], [-0.6, -0.4, 0.6], [-0.2, -0.1, 0.0], [0.2, 0.0, 0.5], [-0.3, -0.8, -1.8], [0.0, 0.0, -0.2], [2.1, 2.8, -1.4], [0.7, -2.3, -1.9], [-2.3, -1.4, 2.8], [0.0, -3.1, -0.2]],
  "homo_lumo_gap_ev": [5.2, 4.9],
  "lumo_energy_ev": [-0.80, -0.79]
}